# 1
DFT (ωB97M-V/def2-TZVPD) results for a molecular structure, C37H39F6N5O3PW at a distorted geometry.

Each line ends with the Mulliken charge.
Cartesian coordinates (Å):
W  0.7362  0.5791  -0.7474  1.2441
C  2.4941  3.2971  0.0558  -1.5292
C  1.1469  2.9790  -0.5439  0.6133
C  0.0529  2.6818  0.2860  -1.1296
C  -1.2773  2.9017  -0.1185  1.6390
C  -2.3889  2.7554  0.8728  -1.8187
C  -1.5194  3.2815  -1.4260  -0.3761
C  -0.4683  3.4844  -2.3170  1.1174
C  -0.7459  3.8598  -3.7405  -1.8899
C  0.8400  3.3424  -1.8656  -0.8609
H  3.3091  3.0572  -0.6230  0.2106
H  2.6501  2.7600  0.9901  0.3655
H  2.5355  4.3669  0.2700  0.3941
H  0.2609  2.5929  1.3500  0.4418
H  -2.3317  3.5513  1.6193  0.4598
H  -2.3190  1.8039  1.4012  0.3654
H  -3.3657  2.8053  0.3948  0.3812
H  -2.5399  3.4207  -1.7630  0.4183
H  0.1489  4.2246  -4.2420  0.3493
H  -1.5181  4.6262  -3.8027  0.5020
H  -1.1090  2.9817  -4.2814  0.2924
H  1.6642  3.5965  -2.5185  0.7008
N  0.7670  -1.5834  -1.4022  -0.7533
C  -0.4099  -1.8610  -2.2568  -0.2234
C  -1.0020  -0.5864  -2.8401  0.6504
O  -1.7844  -0.6192  -3.7572  -0.7031
O  -0.6369  0.5427  -2.2559  -0.7917
H  1.6268  -1.8328  -1.8761  0.5603
H  0.7159  -2.1583  -0.5694  -0.1997
H  -1.1860  -2.3324  -1.6522  -0.0214
H  -0.1727  -2.5432  -3.0693  0.6489
C  1.6292  1.3057  -4.4754  -1.3188
C  2.5811  0.6766  -3.4551  0.7565
O  2.1023  0.7030  -2.1548  1.6779
C  3.9248  1.4519  -3.4834  0.2190
F  3.7739  2.6598  -2.9216  -0.2205
F  4.3644  1.6471  -4.7259  -0.2847
F  4.8908  0.8160  -2.7997  -0.2551
C  2.8534  -0.7876  -3.8692  0.3337
F  3.6109  -0.8807  -4.9575  -0.2974
F  1.6883  -1.4117  -4.1292  -0.2205
F  3.4496  -1.4925  -2.8885  -0.2634
H  1.7701  2.3835  -4.5059  0.3236
H  0.6034  1.0918  -4.1873  0.0380
H  1.8111  0.9144  -5.4749  0.4863
N  -0.3978  -0.1261  0.5596  0.3259
P  -1.4177  -1.0183  1.3875  1.9273
C  -1.1136  -0.8749  3.1619  0.6620
C  -1.3034  -1.9554  4.0201  -0.9956
C  -1.0695  -1.8132  5.3810  -0.7295
C  -0.6407  -0.5960  5.8895  -0.6539
C  -0.4482  0.4863  5.0390  -0.8482
C  -0.6866  0.3478  3.6812  0.1836
C  -3.1237  -0.5780  1.0682  0.3073
C  -4.1147  -0.7933  2.0239  -0.9033
C  -5.4319  -0.4741  1.7332  -0.7447
C  -5.7589  0.0575  0.4926  -0.6731
C  -4.7711  0.2832  -0.4569  -0.9001
C  -3.4515  -0.0265  -0.1692  -0.3133
C  -1.2204  -2.7754  1.0318  0.4422
C  -2.2610  -3.5593  0.5448  -0.8125
C  -2.0490  -4.9086  0.2873  -0.7228
C  -0.8068  -5.4751  0.5233  -0.7832
C  0.2349  -4.7002  1.0245  -0.6596
C  0.0281  -3.3564  1.2833  -0.7198
H  -1.6248  -2.9141  3.6321  0.4880
H  -1.2189  -2.6561  6.0422  0.4580
H  -0.4571  -0.4889  6.9505  0.4251
H  -0.1155  1.4366  5.4350  0.4457
H  -0.5276  1.1901  3.0195  -0.1438
H  -3.8644  -1.2051  2.9944  0.4196
H  -6.2019  -0.6371  2.4751  0.4380
H  -6.7885  0.3045  0.2696  0.4122
H  -5.0238  0.7051  -1.4206  0.5260
H  -2.6810  0.1996  -0.8916  0.7967
H  -3.2330  -3.1206  0.3547  0.5022
H  -2.8574  -5.5149  -0.0986  0.4414
H  -0.6468  -6.5265  0.3241  0.4113
H  1.2020  -5.1447  1.2186  0.4948
H  0.8379  -2.7592  1.6923  0.4889
N  2.8452  -1.1291  3.9964  -0.3316
C  3.1672  -0.7330  2.7295  0.3087
C  2.2002  -0.1176  1.9205  -0.8678
N  2.4383  0.1845  0.6441  0.0161
C  3.6902  -0.0557  0.1934  -0.5053
C  4.6299  -0.6330  1.0219  -0.8189
N  4.3860  -0.9972  2.2767  -0.6841
H  2.0367  -0.7274  4.4404  0.1099
H  3.6163  -1.3744  4.5955  0.2903
H  1.2261  0.1228  2.3163  0.6973
H  3.9146  0.2106  -0.8227  0.3236
H  5.6272  -0.8160  0.6411  0.4373

Summary:
Energy above the lowest of the compared OMol25 structures with the same formula, charge and spin: 2.4 kcal/mol
Kohn-Sham gap: 6.78 eV
Total charge: +1

---

# 2
DFT (ωB97M-V/def2-TZVPD) results for a single C24H29N5O4S molecule at a distorted geometry.

Each line ends with the natural charge from an NBO analysis.
Cartesian coordinates (Å):
C  -2.7377  1.3465  2.9062  -0.4057
N  -1.4870  1.2158  2.1920  -0.4620
C  -0.3473  1.5159  3.0456  -0.4167
C  -1.4324  1.7551  0.8928  0.1336
C  -2.2755  2.7642  0.4389  -0.2532
C  -2.1779  3.2436  -0.8581  -0.1394
C  -1.2225  2.7223  -1.7050  -0.3410
S  -1.0310  3.3822  -3.3617  2.3442
O  -2.3157  3.8734  -3.7807  -0.9429
O  0.0822  4.2873  -3.3646  -0.9374
N  -0.6095  2.0447  -4.2236  -0.7130
C  -1.6433  1.1388  -4.6490  -0.2155
C  -1.1528  -0.3001  -4.4882  -0.4071
C  0.1463  -0.4884  -5.2697  -0.3976
C  1.1916  0.5175  -4.7903  -0.4147
C  0.6413  1.9370  -4.9304  -0.2164
C  -0.3891  1.7012  -1.2973  -0.2421
C  -0.5081  1.1878  -0.0145  0.1982
N  0.2208  0.0867  0.4209  -0.6271
C  1.1287  -0.6740  -0.2381  0.6408
O  1.5526  -0.4857  -1.3628  -0.6049
C  1.5923  -1.8204  0.5993  0.1676
N  1.0468  -1.9709  1.7433  -0.2269
N  1.4344  -2.9551  2.5827  -0.3111
C  0.8823  -2.8327  3.8863  0.2167
C  -0.3823  -2.2691  4.0220  -0.2592
C  -0.9321  -2.1091  5.2795  -0.1968
C  -0.2309  -2.5123  6.4039  -0.2192
C  1.0270  -3.0724  6.2637  -0.1977
C  1.5935  -3.2293  5.0105  -0.2330
C  2.1617  -4.0583  2.1747  0.6780
O  2.4822  -4.9404  2.9347  -0.5658
C  2.4335  -4.1096  0.6820  -0.4945
C  2.6666  -2.7248  0.0883  -0.4711
H  -2.7210  0.6461  3.7422  0.2038
H  -2.9049  2.3535  3.3107  0.1740
H  -3.5615  1.0841  2.2458  0.2127
H  -0.2496  0.7359  3.8033  0.2079
H  -0.4740  2.4805  3.5548  0.1827
H  0.5683  1.5625  2.4621  0.2134
H  -3.0067  3.1938  1.1051  0.2196
H  -2.8274  4.0241  -1.2195  0.2342
H  -2.5220  1.3365  -4.0336  0.2254
H  -1.9088  1.3264  -5.7000  0.1855
H  -0.9693  -0.5005  -3.4313  0.2054
H  -1.9191  -0.9900  -4.8452  0.2108
H  0.5186  -1.5055  -5.1353  0.2104
H  -0.0469  -0.3360  -6.3345  0.1926
H  1.4363  0.3123  -3.7473  0.2222
H  2.1052  0.4261  -5.3793  0.2112
H  1.3135  2.6789  -4.4997  0.2420
H  0.4958  2.1722  -5.9960  0.1774
H  0.3341  1.2928  -1.9807  0.2612
H  -0.0445  -0.2667  1.3355  0.4457
H  -0.9260  -1.9659  3.1406  0.2294
H  -1.9164  -1.6759  5.3812  0.2121
H  -0.6644  -2.3908  7.3850  0.2155
H  1.5791  -3.3860  7.1366  0.2177
H  2.5736  -3.6638  4.9087  0.2415
H  3.2809  -4.7738  0.5135  0.2485
H  1.5525  -4.5706  0.2217  0.2354
H  2.6570  -2.7401  -1.0018  0.2595
H  3.6373  -2.3277  0.4051  0.2352

Summary:
Energy above the lowest of the compared OMol25 structures with the same formula, charge and spin: 20.5 kcal/mol
Kohn-Sham gap: 8.20 eV
SMILES string: CN(C)c1ccc(S(=O)(=O)N2CCCCC2)cc1NC(=O)C1=NN(c2ccccc2)C(=O)CC1

---

# 3
DFT (ωB97M-V/def2-TZVPD) results for a molecular structure, C6H12.

Each line ends with the natural charge from an NBO analysis.
Cartesian coordinates (Å):
C  1.7464  -0.9014  -0.8298  -0.6267
C  0.9157  -0.5919  0.4286  -0.3605
C  -0.6106  0.4862  1.0253  -0.0271
C  -0.4036  1.8475  0.3920  -0.6935
C  -1.8308  -0.1873  0.5190  -0.5073
C  -0.7519  -0.7097  -0.3693  -0.3381
H  1.3731  -1.7689  -1.3841  0.1967
H  2.7856  -1.1030  -0.5418  0.2156
H  1.7587  -0.0401  -1.5080  0.2052
H  0.9100  -1.4354  1.1220  0.2162
H  1.4706  0.2058  0.9300  0.2348
H  -1.0346  2.5318  0.9742  0.2368
H  -0.7083  1.9661  -0.6639  0.1755
H  0.6293  2.2077  0.4876  0.2060
H  -2.3079  -0.9159  1.1784  0.2085
H  -2.5604  0.4451  0.0059  0.2089
H  -0.7046  -0.2417  -1.3527  0.2178
H  -0.6767  -1.7950  -0.4135  0.2314

Summary:
Energy above the lowest of the compared OMol25 structures with the same formula, charge and spin: 123.9 kcal/mol
Kohn-Sham gap: 8.34 eV

---

# 4
DFT (ωB97M-V/def2-TZVPD) results for a single C3H2N2O3 molecule at a distorted geometry.

Each line ends with the natural charge from an NBO analysis.
Cartesian coordinates (Å):
O  -2.9446  0.4140  -0.1221  -0.4411
C  -1.9188  -0.3102  -0.0708  0.3295
C  -0.5578  0.1773  0.2631  0.3573
N  -0.1041  1.4180  0.2860  -0.0329
O  1.3966  1.2443  0.2228  -0.3570
C  1.8932  0.1287  -0.2271  0.3461
N  1.3628  -1.0894  -0.2214  -0.1623
O  0.2042  -0.9526  0.7391  -0.4065
H  -2.0461  -1.3911  -0.0530  0.1700
H  2.7146  0.3609  -0.8166  0.1970

Summary:
Energy above the lowest of the compared OMol25 structures with the same formula, charge and spin: 157.1 kcal/mol
Kohn-Sham gap: 9.03 eV
SMILES string: O=CC1=NOC=NO1

---

# 5
DFT (ωB97M-V/def2-TZVPD) results for a molecular structure, C32H56As2F12HfN8 at a distorted geometry.

Each line ends with the Mulliken charge.
Cartesian coordinates (Å):
Hf  0.5545  -0.2269  -4.3067  1.7558
As  0.6090  0.4034  -0.2622  2.1688
F  -1.1277  0.3206  -0.2337  -0.3118
F  0.4475  -0.0339  -2.0393  -0.2193
F  2.3433  0.5603  -0.4511  -0.5431
F  0.7610  0.7233  1.4317  -0.6290
F  0.7644  -1.2816  0.1176  -0.5468
F  0.5269  2.0936  -0.6675  -0.5937
As  -3.0172  -1.7743  -3.0248  2.1343
F  -2.3121  -3.2575  -3.6172  -0.4793
F  -4.5124  -2.5556  -2.6626  -0.4637
F  -3.5429  -0.2044  -2.4559  -0.4058
F  -1.4362  -0.9242  -3.5352  -0.4349
F  -3.6024  -1.4568  -4.6340  -0.4597
F  -2.3092  -2.1136  -1.4894  -0.4387
C  1.7512  -6.0171  -1.8805  -1.4282
C  0.8134  -5.3090  -0.8992  -0.3165
C  -0.2615  -4.4952  -1.6349  0.0654
C  0.2379  -3.3846  -2.4396  0.2356
N  0.5876  -2.4873  -3.0650  -0.1792
H  1.1378  -6.5745  -2.5927  0.3857
H  2.3952  -6.7648  -1.4225  0.4171
H  2.3500  -5.3046  -2.4518  0.2254
H  1.3241  -4.7107  -0.1444  0.1165
H  0.3180  -6.1035  -0.3395  0.4715
H  -0.9010  -4.0325  -0.8776  -0.2288
H  -0.8978  -5.1059  -2.2765  0.6341
C  -7.3229  -0.1484  0.1594  -1.4248
C  -5.9153  -0.1940  -0.3953  -0.2855
C  -4.8525  0.4867  0.5037  0.8317
C  -4.7848  -0.0585  1.8616  0.1562
N  -4.7112  -0.5021  2.9172  -0.5839
H  -7.7299  0.8564  0.2639  0.3396
H  -7.4153  -0.6735  1.1131  0.3447
H  -7.9801  -0.7397  -0.4813  0.3963
H  -5.8863  0.2864  -1.3734  0.3306
H  -5.5700  -1.2201  -0.5359  0.1726
H  -5.1897  1.5260  0.5843  0.3895
H  -3.8831  0.5201  0.0095  -0.6228
C  3.8458  -2.9985  0.1424  -0.4749
C  4.4314  -3.2479  -1.2480  -0.3262
C  4.8207  -1.9865  -2.0542  -0.6099
C  3.6569  -1.3123  -2.6067  0.1570
N  2.7162  -0.7991  -3.0203  -0.0416
H  2.8741  -2.5087  0.0073  -0.2181
H  4.4418  -2.2264  0.6287  0.2028
H  3.6984  -3.9104  0.7101  0.5254
H  3.7763  -3.8600  -1.8744  -0.0449
H  5.3217  -3.8754  -1.1748  0.3711
H  5.4335  -2.2702  -2.9137  0.4032
H  5.4207  -1.3153  -1.4371  0.3592
C  -0.7706  5.2667  -2.6068  -1.1152
C  -1.6936  4.5547  -1.6194  -0.0354
C  -2.4793  3.3914  -2.2521  -0.2192
C  -1.6504  2.3677  -2.8953  0.0958
N  -0.9993  1.5711  -3.3952  -0.0755
H  -0.0865  4.5683  -3.0939  0.0813
H  -0.1905  5.9837  -2.0268  0.3822
H  -1.3355  5.7853  -3.3812  0.4013
H  -2.4032  5.1656  -1.0669  0.4406
H  -1.0541  4.0860  -0.8655  -0.0843
H  -3.1698  3.7386  -3.0259  0.5344
H  -3.0598  2.8497  -1.5000  -0.0332
C  4.0265  1.2908  4.5409  -1.5033
C  2.8583  0.4638  4.0241  -0.0144
C  3.2764  -0.5469  2.9289  0.9979
C  4.4101  -1.4035  3.2614  0.0695
N  5.3087  -2.0719  3.5144  -0.5295
H  4.7215  0.6775  5.1135  0.3787
H  3.6851  2.0854  5.2061  0.4264
H  4.5854  1.8196  3.7623  0.3112
H  1.9989  1.0259  3.6701  -0.3420
H  2.4801  -0.0791  4.8937  0.4028
H  3.6403  0.1340  2.1514  -0.0278
H  2.3791  -1.0719  2.6084  -0.1858
C  4.1949  4.4862  -4.1141  -1.1898
C  3.2702  4.9539  -2.9801  -0.6082
C  2.8154  3.8124  -2.0831  -0.2885
C  2.2079  2.6787  -2.7873  0.2721
N  1.7715  1.7657  -3.3220  -0.2582
H  4.5815  5.3334  -4.6687  0.3973
H  3.6709  3.7557  -4.7381  0.3067
H  4.9670  3.8515  -3.6705  0.3173
H  2.3832  5.4469  -3.3863  0.1802
H  3.7579  5.7334  -2.3960  0.4501
H  2.0740  4.2567  -1.4111  0.2059
H  3.5834  3.4202  -1.4124  0.5837
C  -2.3240  -4.3497  2.6524  -1.3601
C  -2.5068  -2.8969  2.2164  -0.3336
C  -1.1692  -2.1449  2.2403  2.1173
C  -0.6704  -1.9723  3.5951  -0.1195
N  -0.3151  -1.7851  4.6711  -0.5670
H  -3.2887  -4.8267  2.8079  0.4274
H  -1.7039  -4.4267  3.5484  0.3390
H  -1.7393  -4.9702  1.9614  0.2355
H  -3.1835  -2.4389  2.9378  0.3555
H  -2.9291  -2.7738  1.2184  0.1941
H  -1.2095  -1.1450  1.8099  -0.8399
H  -0.4633  -2.7523  1.6682  -0.5144
C  -1.5377  4.3530  3.6693  -1.4490
C  -1.3450  2.9890  3.0232  0.2071
C  -1.2916  1.8282  4.0315  0.7887
C  -0.2331  1.8774  5.0509  0.0357
N  0.5941  1.9193  5.8424  -0.5220
H  -2.4693  4.4467  4.2273  0.3566
H  -1.5550  5.0971  2.8700  0.3765
H  -0.7060  4.5494  4.3450  0.3528
H  -0.4652  3.0483  2.3746  -0.1070
H  -2.1174  2.7284  2.2907  0.2365
H  -1.0928  0.9199  3.4607  -0.7597
H  -2.2311  1.7668  4.5787  0.5458

Summary:
Energy above the lowest of the compared OMol25 structures with the same formula, charge and spin: 27.9 kcal/mol
Kohn-Sham gap: 2.74 eV
Total charge: +2

---

# 6
DFT (ωB97M-V/def2-TZVPD) results for a molecular structure, C2H3LiO2Tm at a distorted geometry.

Each line ends with the natural charge from an NBO analysis.
Cartesian coordinates (Å):
H  4.5282  0.5404  -0.2333  -0.4735
O  -2.1085  0.7805  -0.3161  -0.6410
C  -1.7633  -0.4061  -0.0758  0.2557
C  -0.4107  -0.6930  0.2507  0.1527
O  0.4261  0.2971  0.3501  -1.0135
Li  -0.7789  1.9677  0.3354  0.9678
Tm  2.6204  0.4718  -0.3945  2.3592
H  -2.4817  -1.2383  -0.1251  0.2062
H  -0.0316  -1.7202  0.2087  0.1863

Summary:
<S²>: 3.76
Spin multiplicity: 4
Kohn-Sham gap (spin up / spin down): 5.45 / 6.45 eV
Total charge: +2